*w*
This record from the Open Molecules 2025 dataset describes an isolated ion of composition C2H3O2Se and charge -1. The level of theory is the ωB97M-V functional and the def2-TZVPD basis.

Gap between HOMO and LUMO: 6.878 eV
HOMO energy: -0.111 hartree
Net charge: -1

Each atom is followed by the atoms it is bonded to, with distances in Å.
Positions of all 8 atoms, in Å:
1 C 0.580 -0.943 -0.404  C2 1.469, O3 1.372, O4 1.259
2 C 0.015 0.143 0.407  C1 1.469, Se5 1.981, H6 0.994, H7 1.095
3 O -0.071 -1.363 -1.536  C1 1.372, H8 1.052
4 O 1.708 -1.394 -0.075  C1 1.259
5 Se -1.264 1.204 -0.671  C2 1.981
6 H 0.622 0.823 0.806  C2 0.994
7 H -0.481 -0.422 1.202  C2 1.095
8 H -0.978 -0.841 -1.635  O3 1.052

---

*x*
This record from the Open Molecules 2025 dataset describes an isolated ion of composition C2H3O2Se and charge -1. The level of theory is the ωB97M-V functional and the def2-TZVPD basis.

Gap between HOMO and LUMO: 6.659 eV
HOMO energy: -0.102 hartree
Net charge: -1

Each atom is followed by the atoms it is bonded to, with distances in Å.
Positions of all 8 atoms, in Å:
1 C 0.899 -0.382 -0.177  C2 1.719, O3 1.257, O4 1.194
2 C -0.295 0.820 0.113  C1 1.719, Se5 1.899, H6 1.181, H7 1.084
3 O 0.423 -1.543 -0.112  C1 1.257, H8 1.005
4 O 2.048 -0.136 -0.388  C1 1.194
5 Se -1.999 0.082 -0.285  C2 1.899
6 H -0.213 1.903 -0.351  C2 1.181
7 H -0.299 0.948 1.189  C2 1.084
8 H -0.563 -1.693 0.012  O3 1.005

---

Q: Which of them is the least stable? A: *x*.